Record 1
C9H12NO2 as an isolated structure. Source: the Open Molecules 2025 dataset; level of theory: wB97M-V/def2-TZVPD.

Structure (XYZ):
```
24
Properties=species:S:1:pos:R:3:forces:R:3
C -1.273669 -0.408378 1.803775 1.2123 -0.8935 -0.6023
C -0.620672 1.661162 1.300040 0.8130 2.4905 -2.0841
C 1.721092 1.056448 0.215463 -0.1954 0.5482 1.6398
C -0.177098 -0.667646 0.724517 0.7750 -1.3665 3.4159
C -0.368022 0.366550 -1.015998 3.0282 1.9386 -1.0217
C 2.090311 0.942053 -1.132574 3.1590 -0.0611 0.5524
C 0.276227 0.765238 0.341859 -0.4508 0.4603 1.2143
C 0.976556 0.524431 -1.921262 -3.4253 -0.5406 -0.6828
C -0.138682 -2.138377 -1.349570 -1.1204 -1.9682 1.0677
N -0.777656 -0.979232 -0.582104 -2.0673 -0.4054 -0.9387
O -1.712571 0.823257 1.427008 -2.2689 1.5308 0.8757
O 1.236598 1.823754 -2.041593 -0.1155 -0.4741 0.2955
H -2.038671 -1.149465 1.666660 -0.7008 -0.3109 0.3107
H -0.932487 -0.377164 2.844811 0.3957 -0.4624 -0.2215
H -0.027876 2.026480 2.196177 -0.8762 -1.0725 -0.3984
H -1.040388 2.677433 0.842783 1.1063 -2.2717 0.5428
H 2.347093 1.247172 1.146052 -0.6677 -0.3720 -1.6723
H 0.521435 -1.460748 1.069048 -0.1480 0.6525 -0.4906
H -1.143595 1.039508 -1.252383 -1.0764 0.3896 -0.9266
H 3.132426 0.804592 -1.449553 -0.6328 0.2603 -0.0299
H -0.671015 -2.278652 -2.330549 0.8901 0.3582 0.9627
H 0.999005 -2.261023 -1.371184 -1.6523 1.3227 -0.1019
H -0.442231 -2.968307 -0.659058 0.1816 0.1807 -0.9838
H -1.936109 -1.069083 -0.472365 3.8367 0.0667 -0.7228
```
Forces are in eV/Å.

gap between HOMO and LUMO (spin up / spin down): 0.295 / 0.299 Ha
highest occupied orbital energy (spin up / spin down): -0.4588 / -0.4540 Eh
energy above the lowest of the compared OMol25 structures with the same formula, charge and spin: 164.0 kcal per mole
F_max: 3.90 eV/A
charge: +1
electronic energy: -15098.952 eV

Mulliken population analysis, charges in e, atoms 1 to 6: C -0.714; C -0.739; C -1.048; C -0.251; C -0.124; C -0.048

***

Record 2
C9H12NO2 as an isolated structure. Source: the Open Molecules 2025 dataset; level of theory: wB97M-V/def2-TZVPD.

Structure (XYZ):
```
24
Properties=species:S:1:pos:R:3:forces:R:3
C -3.591852 0.874511 -0.063414 -0.9192 0.6493 2.2470
C -3.678210 -0.481316 0.347268 -0.8763 1.5635 -0.6520
C -2.328974 1.397947 -0.371400 -1.1876 2.3869 -1.4372
C -2.602310 -1.308849 0.413029 2.5770 2.0578 -1.5237
C -1.289027 0.543641 -0.352001 1.1668 -1.2276 -0.0133
C -1.325690 -0.793319 0.033190 -0.9628 0.5664 1.0006
C 0.909598 -0.051673 -0.656312 -1.1683 -3.0742 1.6030
C 1.598788 -0.692662 -1.838981 -3.8349 3.1991 -3.5532
C 1.902110 0.438255 1.825210 -1.2090 1.1188 1.6702
N 1.974849 0.030514 0.445669 0.9067 0.7419 -1.4974
O 0.073609 0.912024 -0.739615 -0.8624 0.8553 -0.0550
O -0.138018 -1.397771 0.162543 1.8632 1.9788 -1.8800
H -4.468655 1.579735 0.255270 1.6613 -1.3894 -1.4231
H -4.650898 -0.883127 0.566336 -0.2194 -0.0446 0.2331
H -2.194428 2.458122 -0.790099 -0.2259 -1.6589 1.0103
H -2.663149 -2.308959 0.593133 -0.3250 -2.5686 0.8513
H 2.321976 -1.309406 -1.536877 2.7570 -2.6705 1.0131
H 2.054096 0.073271 -2.616265 -0.9864 -1.1931 1.7944
H 0.789622 -1.263017 -2.425662 1.2917 0.7771 0.9202
H 1.359181 -0.227576 2.478140 -0.6492 -0.5279 -0.5062
H 2.878181 0.448231 2.311936 0.1985 0.5082 -0.6536
H 1.375645 1.393377 1.822514 0.4212 0.1188 0.4101
H 2.300060 -0.877176 0.382344 0.6790 -2.9473 0.4432
H 2.774943 0.484163 -0.002147 -0.0959 0.7800 -0.0021
```
Forces are in eV/Å.

gap between HOMO and LUMO: 0.300 Ha
highest occupied orbital energy: -0.4311 Eh
energy above the lowest of the compared OMol25 structures with the same formula, charge and spin: 72.5 kcal per mole
F_max: 6.13 eV/A
charge: +1
electronic energy: -15102.924 eV

Mulliken population analysis, charges in e, atoms 1 to 6: C -0.508; C -0.392; C -0.730; C -0.796; C 0.546; C 0.753

***

Record 3
An isolated ion of composition C9H12NO2 and charge +1. Source: the Open Molecules 2025 dataset; level of theory: wB97M-V/def2-TZVPD.

Structure (XYZ):
```
24
Properties=species:S:1:pos:R:3:forces:R:3
C 3.416713 -0.270272 -0.180517 3.8715 1.2127 -2.3613
C 2.836699 0.945372 -0.388057 0.5648 1.5152 0.4624
C 2.584037 -1.319624 0.166405 -3.7627 -1.3069 1.9197
C 1.546198 1.235333 0.004561 3.2188 0.7522 -1.7769
C 1.286959 -1.078439 0.560881 -0.0318 -1.0755 -0.0279
C 0.744245 0.211790 0.561295 -4.9173 -1.2412 1.2783
C -2.378838 -0.273343 -1.025284 -0.4052 -2.0961 -0.3221
C -2.584383 -1.138967 0.226546 0.9372 -1.1908 -0.2042
C -0.875662 0.542440 0.636761 0.7847 -1.4409 3.4338
N -1.470547 0.794650 -0.685302 0.7275 2.2181 -0.8275
O -1.599973 -0.544190 1.112074 0.1955 -1.5398 0.3859
O -1.298099 1.686576 1.391634 0.8667 -0.1062 -0.7480
H 4.413621 -0.608197 -0.572515 -0.8388 1.1459 0.5766
H 3.453775 1.785850 -0.668999 0.0237 -0.0021 -0.4321
H 2.972774 -2.274727 0.301761 0.4853 -1.5981 -0.0136
H 1.313793 2.223996 -0.187574 -1.2225 1.8362 0.2010
H 0.781228 -1.978607 0.863050 -0.7511 0.1997 0.2455
H -1.987000 -0.846217 -1.854209 0.1788 -0.0945 -0.0462
H -3.327261 0.058357 -1.286678 -1.4477 1.2786 -0.8790
H -3.591510 -1.143745 0.757804 1.2930 0.3728 -0.9727
H -2.370780 -2.243516 -0.154257 -0.0648 2.0743 1.5627
H -0.630633 0.917298 -1.264456 -0.4957 -0.1392 -0.7753
H -1.979318 1.694288 -0.686886 0.4342 -0.1927 0.2953
H -1.256028 1.623894 2.371951 0.3559 -0.5815 -0.9744
```
Forces are in eV/Å.

gap between HOMO and LUMO (spin up / spin down): 0.218 / 0.238 Ha
highest occupied orbital energy (spin up / spin down): -0.3287 / -0.4839 Eh
energy above the lowest of the compared OMol25 structures with the same formula, charge and spin: 19.8 kcal per mole
2S+1: 3
F_max: 5.23 eV/A
expectation value of S²: 2.05
charge: +1
electronic energy: -15100.079 eV

Mulliken population analysis, charges in e, atoms 1 to 6: C -0.528; C -0.302; C -0.376; C -0.911; C -0.447; C 0.249

***

Record 4
One molecule with the formula C9H12NOPS2. Source: the Open Molecules 2025 dataset; level of theory: wB97M-V/def2-TZVPD.

Structure (XYZ):
```
26
Properties=species:S:1:pos:R:3:forces:R:3
C 4.135616 -0.101333 -0.484023 -0.8950 0.4538 -1.1915
C 3.694058 1.080997 0.100044 0.3653 -1.0015 0.9058
C 3.364255 -1.237863 -0.442702 -1.1624 0.4088 1.2389
C 2.634501 1.011254 1.003120 1.4950 1.1043 -1.0353
C 2.263695 -1.278603 0.420419 -0.6150 -1.8280 -0.8865
C 1.910621 -0.124999 1.081957 -0.4087 -1.6311 1.6713
C -1.432179 -1.980252 -0.911204 -0.0929 1.0548 2.9961
C -3.281055 0.945870 0.329652 2.9122 1.9509 -3.5768
C -2.300542 0.274091 1.194685 0.0786 -2.0246 1.9346
N -0.620205 -0.860709 -0.784261 -0.5833 -0.2273 -0.1591
O -2.176032 -2.394204 -0.046836 0.2135 0.0825 -0.3203
P -0.687502 0.359259 0.422392 0.2310 0.1703 -0.1031
S -0.193634 2.030352 -0.496770 -0.0259 -0.7575 0.6310
S 0.454235 -0.237606 2.110043 -0.0469 0.3930 -0.9622
H 4.869798 -0.270515 -1.240567 1.0008 1.1792 -0.1762
H 4.147132 2.033439 -0.032277 0.6764 0.4322 -0.1527
H 3.585952 -1.902111 -1.236552 0.0500 -1.4647 0.0461
H 2.473443 1.874916 1.598398 -0.7551 0.5545 0.3103
H 1.588672 -2.185754 0.571220 1.1537 1.2802 -0.5082
H -1.308108 -2.517027 -1.784399 0.3857 -0.9604 -2.4168
H -2.616786 1.898119 0.006693 -2.3992 -1.6654 -0.0531
H -3.637079 0.343938 -0.574604 1.0402 0.6608 1.0513
H -4.139621 1.265254 0.749542 -2.7180 1.0998 1.8899
H -2.620535 -0.807098 1.302287 0.9257 1.1186 0.3136
H -2.047290 0.711401 2.232526 -0.9856 -0.3180 -1.5215
H -0.216477 -0.515075 -1.645840 0.1602 -0.0651 0.0744
```
Forces are in eV/Å.

gap between HOMO and LUMO: 0.340 Ha
highest occupied orbital energy: -0.3216 Eh
energy above the lowest of the compared OMol25 structures with the same formula, charge and spin: 0.2 kcal per mole
F_max: 5.01 eV/A
charge: 0
electronic energy: -44024.719 eV
structure (SMILES): CC[P@](=S)(NC=O)Sc1ccccc1

Mulliken population analysis, charges in e, atoms 1 to 6: C -0.429; C -0.423; C -0.355; C -0.295; C -0.328; C 0.114